# 1
DFT (ωB97M-V with the def2-TZVPD basis set) results for a molecular structure, C13H23Al2BeClF5NO6S in a non-equilibrium geometry.

```
! wB97M-V def2-TZVPD RIJCOSX def2/J DEFGRID3
* xyz 0 1
C 4.6496 -0.6260 2.7400
C 4.4136 -1.0812 1.2222
C 5.6195 -0.8648 0.1685
C 3.1320 -1.7098 0.9009
C 2.6139 -2.8143 1.8882
C 1.4321 -3.7206 1.3284
C 0.2181 -2.8980 0.6776
C -0.4843 -3.9256 -0.3512
C -0.8267 -2.5751 1.8498
C -1.1870 -1.0362 2.0178
S -1.7121 -0.1860 0.4691
O -2.1127 -1.1224 -0.6680
O -2.9373 0.6404 0.8159
O -0.5827 0.8049 -0.0977
H 3.7144 -0.1778 3.1985
H 5.4881 0.1447 2.8189
H 4.9785 -1.5110 3.3891
H 5.4361 -0.0912 -0.6194
H 6.5478 -0.6126 0.7813
H 5.8588 -1.8719 -0.3243
H 2.5726 -1.3382 -0.0113
H 2.3987 -2.3212 2.8878
H 3.5049 -3.5145 2.0712
H 1.7944 -4.4640 0.5401
H 1.0793 -4.3694 2.2005
H 0.5291 -1.9283 0.1869
H -0.7293 -4.8680 0.2528
H 0.2265 -4.1914 -1.1989
H -1.4804 -3.5413 -0.7326
H -0.3404 -2.8974 2.8352
H -1.7339 -3.2587 1.7350
H -0.3247 -0.4392 2.4565
H -2.0430 -0.9653 2.7695
Be -4.0374 -2.1556 -0.0038
C -5.0326 3.2281 -0.2909
C -6.2281 3.7405 0.3805
N -7.1664 4.1428 0.9088
H -4.5487 2.4440 0.2955
H -5.2726 2.8029 -1.2677
H -4.2936 4.0160 -0.4529
F 4.6244 1.4678 3.6175
C 0.0586 3.2423 -2.6322
O 0.3581 2.9444 -1.4582
O -0.2036 2.1090 -3.3808
O -0.0341 4.3334 -3.1895
H -0.0237 1.5082 -2.6123
Al -2.0872 1.4883 -4.2117
F -3.7468 5.6269 -3.0612
Al -3.9061 5.4234 -4.8072
F -3.0489 6.7161 -5.6423
F -5.6110 5.4503 -5.2550
F -3.2073 3.8580 -5.2702
Cl 3.6935 0.9447 0.1353
*
```

Results
* orbital gap: 1.63 eV
* highest occupied orbital energy: -8.95 eV

=====

# 2
DFT (ωB97M-V with the def2-TZVPD basis set) results for a molecular structure, C13H23BaF9O8 in a non-equilibrium geometry.

```
! wB97M-V def2-TZVPD RIJCOSX def2/J DEFGRID3
* xyz -2 1
Ba 0.4558 0.0482 -0.6122
O -0.5967 -3.5496 -0.7993
H -0.7259 -4.1509 -0.0401
C -4.9082 -0.0314 -1.0082
O -5.1226 -1.3281 -0.4755
O -3.7472 -0.2511 -1.7771
C -6.2543 0.5117 -1.6043
F -6.7826 -0.2124 -2.5855
F -7.1599 0.5321 -0.6236
F -6.0217 1.7232 -2.1011
C -5.0783 -1.5558 0.9428
C -5.1394 -3.0714 1.2962
H -4.3030 -3.6400 0.8896
H -5.2803 -3.2634 2.3599
H -5.9765 -3.5785 0.8166
H -5.9520 -1.0959 1.4044
H -4.2150 -1.0969 1.4247
H -4.6452 0.5341 -0.1143
C 5.4832 -0.2415 -0.7942
O 4.9390 0.9001 -1.4612
O 4.3786 -1.1563 -0.6054
C 6.8497 -0.7580 -1.4409
F 7.3149 -1.8946 -0.8840
F 6.7380 -0.9495 -2.7643
F 7.7084 0.2512 -1.3567
C 5.5648 2.1335 -1.2341
C 4.7423 3.1591 -2.0693
H 4.8996 2.9889 -3.1344
H 3.7079 3.1329 -1.7268
H 5.2103 4.1416 -2.0073
H 6.5716 2.1888 -1.6483
H 5.6154 2.3908 -0.1761
H 5.8963 0.0918 0.1579
C -0.6100 2.2445 3.3563
O -0.8729 0.8265 3.1023
O 0.4528 2.5211 2.4733
C -1.9701 3.0611 3.3619
F -2.3701 3.4855 2.1914
F -2.9670 2.3342 3.9170
F -1.8440 4.1021 4.1992
C -0.7950 0.0080 4.2866
C -0.8682 -1.5162 3.8050
H -0.4012 -1.5580 2.8210
H -0.2725 -2.0924 4.5130
H -1.8443 -2.0005 3.7763
H -1.5327 -0.0027 5.0890
H 0.1611 0.0447 4.8088
H -0.2198 2.3431 4.3693
C 2.2015 -0.8980 -5.5268
O 1.2732 -1.4063 -4.6260
H 1.7454 -0.7151 -6.4997
H 2.4712 0.0793 -5.1265
H 3.0875 -1.5324 -5.4994
H 1.0078 -2.2308 -5.0400
*
```

Results
* energy above the lowest of the compared OMol25 structures with the same formula, charge and spin: 0.0000 eV
* orbital gap: 5.15 eV
* highest occupied orbital energy: -1.96 eV

=====

# 3
DFT (ωB97M-V with the def2-TZVPD basis set) results for a molecular structure, C13H23BeN4O5 in a non-equilibrium geometry.

```
! wB97M-V def2-TZVPD RIJCOSX def2/J DEFGRID3
* xyz 1 1
Be -0.1190 -2.6252 1.7502
C 1.4916 1.1215 -0.0405
C 0.9994 -0.2481 0.4444
O 1.5919 -1.2946 0.1846
O 0.0463 -0.2555 1.2996
H 0.9426 1.2323 -0.9745
H 2.5743 1.0828 -0.1365
H 1.3020 1.8496 0.7453
O 2.0001 -4.2109 1.5521
C 2.7132 -4.5944 0.6050
N 2.9763 -3.7117 -0.3793
C 3.2568 -6.0146 0.5187
H 2.4840 -2.8270 -0.3993
H 3.3175 -4.0792 -1.2542
H 2.7139 -6.4630 -0.3157
H 3.0512 -6.6427 1.3816
H 4.3276 -5.9994 0.3223
O -0.2680 -3.1396 -0.7053
C -0.4279 -3.0171 -1.9028
N -0.9086 -1.9058 -2.5174
C -0.2075 -4.1919 -2.8227
H -1.0742 -0.9943 -2.1246
H -1.1942 -2.0813 -3.4667
H -0.4545 -5.0525 -2.2029
H 0.8437 -4.1667 -3.1131
H -0.7814 -4.2761 -3.7441
O -4.3188 1.7801 0.7690
C -3.3347 1.0399 0.7700
N -2.6491 1.0192 1.9185
C -2.7651 0.5041 -0.5304
H -2.9679 1.6224 2.6591
H -1.6674 0.7810 1.9194
H -2.3076 -0.4850 -0.5159
H -2.0596 1.2882 -0.8147
H -3.4997 0.4696 -1.3328
N -1.6453 6.8116 1.7938
C -0.6655 7.2999 0.9661
C 0.3401 6.5484 0.4310
C 0.3577 5.1813 0.6627
C -0.6376 4.6004 1.4712
C -1.6294 5.4570 1.9417
H -0.6885 8.3789 0.8993
H 1.0584 7.0896 -0.1692
H 1.1085 4.4574 0.3750
H -0.7285 3.5293 1.5811
H -2.4972 5.1319 2.5007
*
```

Results
* orbital gap: 3.75 eV
* highest occupied orbital energy: -11.39 eV

=====

# 4
DFT (ωB97M-V with the def2-TZVPD basis set) results for 2 unconnected molecules or ions with the total composition C13H23BrN4O6P.

```
! wB97M-V def2-TZVPD RIJCOSX def2/J DEFGRID3
* xyz 1 1
O 0.6081 -0.1864 -0.1599
C 0.4643 -0.8839 0.8073
O -0.7004 -1.0802 1.4215
C -1.5694 0.0570 1.5099
C -3.0359 -0.3532 1.3647
C -3.2531 -1.5348 0.4163
C -3.0500 -1.0967 -1.0466
C -1.7902 -1.5936 -1.6535
N -1.0259 -2.5978 -1.1922
N -0.0589 -2.7892 -2.0310
N -0.1754 -1.9362 -3.0141
P 1.0435 -1.9106 -4.3178
O 2.1402 -0.9943 -4.0516
N -1.2605 -1.1678 -2.7893
C -1.6487 -0.0369 -3.6421
C -1.0111 1.2708 -3.1879
C -1.7457 2.0902 -2.1383
Br -3.6336 2.2601 -2.4864
H 1.2606 -1.4975 1.2272
H -1.3172 0.7725 0.7315
H -1.3824 0.5328 2.4650
H -3.5354 0.5128 0.9273
H -3.5259 -0.5199 2.3192
H -4.2661 -1.9051 0.5445
H -2.5863 -2.3572 0.6463
H -3.8591 -1.4596 -1.6843
H -3.0928 -0.0111 -1.1098
H 1.2995 -3.2773 -4.3449
H 0.1931 -1.6211 -5.3849
H -1.3061 -0.2587 -4.6474
H -2.7343 -0.0227 -3.6712
H -0.8168 1.8808 -4.0655
H -0.0341 1.0300 -2.7614
H -1.3495 3.0987 -2.1390
H -1.5930 1.6989 -1.1364
C 5.0861 0.2890 3.3327
C 4.0275 1.3579 3.3216
C 3.6211 1.9121 4.6716
O 2.2590 2.3085 4.4363
C 1.7717 1.5457 3.4428
O 0.6246 1.4989 3.1218
O 2.7587 0.8344 2.8587
H 5.2039 -0.1425 2.3400
H 6.0410 0.7148 3.6388
H 4.8204 -0.5133 4.0217
H 4.3035 2.1708 2.6451
H 4.2047 2.7678 4.9970
H 3.6262 1.1432 5.4468
*
```

Results
* orbital gap: 9.14 eV
* highest occupied orbital energy: -13.19 eV

=====

# 5
DFT (ωB97M-V with the def2-TZVPD basis set) results for a molecular structure, C13H23ClHfNP in a non-equilibrium geometry.

```
! wB97M-V def2-TZVPD RIJCOSX def2/J DEFGRID3
* xyz 2 1
C 0.8885 -3.5891 -0.4468
C 1.7516 -2.7891 0.3142
C 1.2954 -1.5875 0.8924
C -0.0438 -1.1630 0.7193
C -0.8912 -1.9699 -0.0886
C -0.4333 -3.1721 -0.6582
C 2.2337 -0.7216 1.7060
C 2.5179 0.7031 1.1752
N 1.3949 1.4225 0.4740
Hf -0.6832 0.8163 1.2443
C -2.2749 -1.4256 -0.3965
P -2.0147 0.3971 -0.6832
H 2.7938 -3.0997 0.4617
H -1.1058 -3.7778 -1.2783
H 1.2488 -4.5247 -0.8883
H -2.9457 -1.5061 0.4805
H -2.7614 -1.9238 -1.2542
H 1.8116 -0.6231 2.7173
H 3.2144 -1.2182 1.8154
H 2.8180 1.3312 2.0288
C -3.6917 1.1593 -0.6916
C -1.5394 0.4400 -2.4723
H 3.3744 0.6860 0.4726
C 1.4778 1.1308 -0.9777
C 1.5639 2.8836 0.6758
H -2.0231 0.3716 1.9201
H 2.4353 1.5081 -1.3916
H 1.4145 0.0441 -1.1324
H 0.6415 1.6281 -1.4882
H 2.4585 3.2210 0.1331
H 0.6723 3.4349 0.3116
H 1.7106 3.0795 1.7478
H -2.3400 -0.0033 -3.0904
H -1.3627 1.4780 -2.8000
H -0.6154 -0.1447 -2.6082
H -4.3170 0.7573 -1.5080
H -4.1701 0.9587 0.2805
H -3.5919 2.2515 -0.8073
H -1.1865 2.3638 1.5063
Cl 0.2746 1.1723 3.5846
*
```

Results
* orbital gap (spin up / spin down): 4.43 / 4.47 eV
* highest occupied orbital energy (spin up / spin down): -16.55 / -16.57 eV

=====

# 6
DFT (ωB97M-V with the def2-TZVPD basis set) results for a molecular structure, C13H23CoN4O6P2S in a non-equilibrium geometry.

```
! wB97M-V def2-TZVPD RIJCOSX def2/J DEFGRID3
* xyz 2 5
Co -1.3386 -0.3362 0.1935
C 3.1541 0.6387 -0.8639
C 2.7665 -0.5986 -1.3889
C 1.4241 -0.9281 -1.6994
C 1.0627 -2.2202 -2.1361
C 2.0579 -3.2073 -2.2084
C 3.3563 -2.9466 -1.8468
C 3.7238 -1.6761 -1.5197
H 2.5300 1.4198 -1.0948
H 4.2101 0.8771 -1.0668
H 3.0669 0.4615 0.2458
H 0.6994 -0.1529 -1.8589
H 0.0372 -2.4148 -2.4547
H 1.7660 -4.1335 -2.6654
H 4.1198 -3.7697 -1.8077
H 4.7342 -1.5690 -1.2128
N 1.3046 -0.9994 4.2485
C 0.2694 -0.6101 3.2476
C -1.0561 -0.3426 4.0315
P 0.8156 0.8339 2.3108
O 0.3347 2.1171 3.1706
O 2.2809 0.7241 2.1467
O 0.0145 0.7666 1.0340
P 0.1520 -2.1177 2.1606
O 1.4864 -1.9523 1.2776
O 0.1932 -3.2570 3.0740
O -1.0061 -1.9103 1.1735
H 1.0293 -1.9018 4.6897
H 1.3505 -0.2727 4.9865
H 2.1861 -1.0443 3.8018
H -0.9364 0.4918 4.6972
H -1.3227 -1.2878 4.5044
H -1.9053 0.0051 3.4431
H 0.8329 2.9142 3.0142
H 2.3327 -2.2859 1.5575
C -2.3105 4.2114 -3.5016
C -1.8420 2.7861 -3.4397
C -2.4984 1.9265 -2.3845
N -1.8696 1.0209 -1.6963
N -2.7966 0.2199 -0.9630
C -4.0549 0.5164 -1.1813
N -5.1387 -0.0306 -0.6097
S -4.2160 1.9382 -2.1794
H -1.5747 4.8237 -4.0238
H -2.4101 4.6295 -2.4890
H -3.2426 4.3399 -4.0191
H -0.7237 2.6736 -3.2834
H -2.0139 2.2931 -4.4232
H -4.9842 -0.8501 0.0146
H -6.0507 0.1865 -1.0055
*
```

Results
* expectation value of S²: 6.026
* orbital gap (spin up / spin down): 9.71 / 5.75 eV
* highest occupied orbital energy (spin up / spin down): -15.31 / -15.28 eV

=====

# 7
DFT (ωB97M-V with the def2-TZVPD basis set) results for a molecular structure, C13H23F3NO4P2V in a non-equilibrium geometry.

```
! wB97M-V def2-TZVPD RIJCOSX def2/J DEFGRID3
* xyz 2 3
V 0.0317 0.6434 0.7846
P -2.2163 0.0808 0.1686
C -2.0505 0.4144 -1.5943
C -0.8188 1.1847 -1.9970
N 0.2307 1.1333 -1.1622
C 1.4661 1.2978 -1.6507
C 1.6575 1.8785 -2.8914
C 0.5364 2.2069 -3.6655
C -0.7318 1.8425 -3.2185
C 2.5816 0.7865 -0.7786
P 2.2865 -0.7828 0.1493
H -1.6483 1.9850 -3.8108
H 2.6787 2.0708 -3.2455
H 0.6468 2.6720 -4.6356
H 3.4704 0.5711 -1.3844
H 2.8843 1.5529 -0.0450
H -1.9811 -0.5631 -2.0225
H -2.9762 0.8695 -1.9599
H -0.9878 -2.1390 -1.8306
O -1.3658 -1.8099 -2.6617
H -2.1700 -2.2861 -2.9943
H 0.9233 -1.5428 0.0666
O -0.1791 -2.3261 -0.6523
H -0.1972 -3.2885 -0.5000
C 2.9528 -2.0870 -0.8750
H 3.8225 -1.7638 -1.4537
H 3.1987 -2.9473 -0.2416
H 2.1282 -2.3812 -1.5362
C 3.1074 -0.7672 1.7555
H 2.8183 -1.6563 2.3376
H 4.1994 -0.7682 1.6207
H 2.8279 0.1203 2.3484
C -3.0891 1.3942 1.0349
H -4.1138 1.4872 0.6655
H -3.1283 1.1415 2.1031
H -2.5708 2.3572 0.9590
C -3.1394 -1.4415 0.4364
H -3.3230 -1.5578 1.5194
H -4.1033 -1.4203 -0.1047
H -2.5055 -2.2772 0.0927
F -0.2847 0.7641 6.1123
C -0.1722 0.4267 4.8114
F 0.9374 -0.3475 4.6902
F -1.2301 -0.3844 4.5079
C -0.1426 1.6427 3.8321
O -0.3952 2.7328 4.2872
O 0.1346 1.2810 2.6287
*
```

Results
* expectation value of S²: 2.045
* orbital gap (spin up / spin down): 6.92 / 7.69 eV
* highest occupied orbital energy (spin up / spin down): -16.02 / -16.02 eV

=====

# 8
DFT (ωB97M-V with the def2-TZVPD basis set) results for a molecular structure, C13H23FeN4O2P2 in a non-equilibrium geometry.

```
! wB97M-V def2-TZVPD RIJCOSX def2/J DEFGRID3
* xyz 1 5
Fe -0.0567 0.2584 0.7856
P 2.0700 0.0018 0.5767
C 2.0728 -1.2350 -0.8274
C 0.7748 -1.9381 -0.9661
N -0.2974 -1.2488 -0.5033
C -1.5251 -1.7003 -0.7569
C -1.7800 -2.8816 -1.4728
C -0.6852 -3.6030 -2.0220
C 0.5876 -3.0643 -1.8035
C -2.6596 -0.8241 -0.2427
P -2.0926 0.9123 -0.0518
H 1.4670 -3.5355 -2.1807
H -2.8093 -3.1657 -1.6344
H -0.8633 -4.5015 -2.5614
H -3.4716 -0.7591 -0.9807
H -3.0384 -1.1069 0.7598
H 2.1449 -0.5547 -1.7793
H 2.9507 -1.8630 -0.9998
H 1.2879 1.0643 -2.7193
O 1.6588 0.2993 -3.2719
H 2.5289 0.5562 -3.4552
H -0.1081 1.6913 -0.9019
O 0.4611 1.9915 -1.6683
H 0.5018 2.8960 -2.0256
C -2.5649 1.7342 -1.6227
H -3.5334 1.3007 -1.9252
H -2.6376 2.8226 -1.4441
H -1.7607 1.5273 -2.3516
C -3.0068 1.7703 1.2833
H -2.6904 2.8333 1.2701
H -4.0734 1.6358 1.0280
H -2.7211 1.2782 2.2334
C 2.7886 -0.9493 1.8962
H 3.7822 -1.3332 1.6250
H 2.8198 -0.1915 2.6815
H 2.0926 -1.7630 2.1393
C 3.2148 1.2918 0.0887
H 3.3510 1.8601 1.0172
H 4.1900 0.9231 -0.2641
H 2.7550 1.9526 -0.6607
N -0.0701 0.6945 2.4919
C 0.0250 0.9482 3.6326
N 0.3248 1.2724 4.7856
C -0.4155 1.3180 5.8893
N -0.9890 1.3843 6.9090
*
```

Results
* energy above the lowest of the compared OMol25 structures with the same formula, charge and spin: 0.5794 eV
* expectation value of S²: 6.026
* orbital gap (spin up / spin down): 8.11 / 8.00 eV
* highest occupied orbital energy (spin up / spin down): -11.23 / -11.92 eV